Entry 1:
The following is a DFT calculation (ωB97M-V/def2-TZVPD) of a structure of composition C14H24BrCoN5O6.

XYZ file:
```
51
Properties=species:S:1:pos:R:3:lowdin_charge:R:1
Br 0.549 4.268 -3.220 0.7412
Co -0.191 -0.249 0.320 0.4913
O -2.536 -1.745 0.770 -0.1182
O 4.606 -1.650 -0.307 -0.1280
O 0.380 -2.578 2.390 -0.0617
O 1.822 -0.859 -1.565 -0.0942
O 2.462 0.717 0.281 -0.0309
O -2.112 0.144 2.352 -0.0381
N 1.271 0.702 0.891 -0.0835
N -0.873 0.386 1.894 -0.0969
N 0.624 -1.054 -1.125 -0.1712
N -1.012 1.252 -0.868 0.0397
N -1.501 -1.483 0.029 -0.1920
C 1.990 2.728 2.173 -0.0095
C -0.838 2.213 3.556 -0.0126
C 0.182 -2.345 -3.194 -0.0280
C -0.180 2.070 -1.548 -0.1256
C 1.066 1.605 1.885 -0.2233
C -0.681 3.105 -2.338 -0.6438
C -1.420 -2.121 -1.178 -0.2630
C -0.200 -1.879 -1.842 -0.2457
C 3.719 -2.327 0.581 -0.1633
C -2.899 2.395 -1.801 -0.0384
C -2.569 -2.929 -1.634 -0.0355
C -2.343 1.412 -0.984 -0.0805
C -0.204 1.400 2.493 -0.2303
C -2.057 3.268 -2.492 -0.0965
H -0.396 -3.155 2.269 0.0471
H 1.431 3.662 2.322 0.0909
H 3.334 -1.631 1.336 0.0674
H 2.696 2.859 1.346 0.0839
H -0.555 -3.047 -3.591 0.0675
H 2.896 -2.679 -0.043 0.0680
H -1.306 3.122 3.144 0.1012
H 4.187 -3.191 1.080 0.0827
H -2.399 -0.695 1.769 0.0461
H -2.985 0.732 -0.423 0.1177
H -3.980 2.453 -1.883 0.1105
H 5.499 -1.772 0.042 0.0736
H 0.887 1.907 -1.445 0.1049
H 0.250 -1.511 -3.906 0.0903
H -2.409 -3.316 -2.643 0.0681
H -2.742 -3.796 -0.984 0.0871
H 1.148 -2.859 -3.193 0.0855
H -2.430 4.058 -3.138 0.1074
H 0.108 -1.984 3.110 0.0390
H 2.570 2.548 3.089 0.0955
H 2.341 -0.001 -0.487 0.0485
H -3.488 -2.327 -1.645 0.0853
H -0.094 2.537 4.292 0.0869
H -1.621 1.640 4.066 0.0835
```

Output
Highest occupied orbital energy (alpha / beta) ... -5.56 / -8.16 eV
DFT total energy ... -5229.64609 hartree
Spin multiplicity ... 4

Entry 2:
The following is a DFT calculation (ωB97M-V/def2-TZVPD) of the molecule C14H24Cl2Si2.

XYZ file:
```
42
Properties=species:S:1:pos:R:3:lowdin_charge:R:1
Cl -1.104 -3.605 -3.149 0.3287
Cl 0.538 -0.622 1.506 0.4304
Si 0.357 -3.263 -1.690 0.1144
Si -0.234 1.137 2.420 0.2948
C 0.422 3.559 -1.135 -0.1323
C 1.235 2.773 -1.942 -0.0706
C -1.032 1.713 -0.661 -0.1861
C -2.147 1.273 0.274 -0.2461
C -0.397 -0.671 -1.544 -0.2329
C -0.257 0.868 -1.453 -0.1574
C -0.713 3.099 -0.542 -0.0661
C -1.912 1.519 1.701 -0.3151
C -0.263 0.718 4.309 -0.1900
C -0.326 -3.686 -0.026 -0.1976
C 0.866 1.432 -2.070 -0.0343
C 1.089 2.444 2.071 -0.1968
C 0.881 -1.505 -1.740 -0.2947
C 1.669 -4.431 -2.098 -0.2077
H -2.449 0.201 0.130 0.1247
H -1.374 -3.561 -0.018 0.0141
H -2.181 2.575 1.966 0.0961
H 1.447 0.721 -2.648 0.1006
H 0.167 -3.152 0.796 -0.0050
H 0.716 3.410 2.250 0.0079
H -0.880 -1.017 -0.673 0.0269
H -0.221 -4.750 0.124 0.0309
H 1.410 2.555 0.987 0.0433
H 2.039 -4.157 -3.073 0.0330
H -1.020 -1.040 -2.355 0.0756
H 0.604 0.191 4.602 0.0031
H 1.536 -5.521 -2.128 0.0587
H 2.153 3.191 -2.383 0.1106
H -1.098 0.020 4.434 0.0266
H 2.461 -4.239 -1.474 0.0048
H 1.899 2.256 2.750 0.0193
H 1.259 -1.539 -2.744 0.0722
H -2.603 0.954 2.428 0.1049
H -3.050 1.818 -0.011 0.1166
H -0.340 1.545 4.981 0.0175
H 0.636 4.644 -1.127 0.1154
H -1.418 3.706 -0.024 0.1105
H 1.636 -1.563 -1.020 0.0512
```

Output
SMILES ... C[Si](C)(Cl)CCc1ccccc1CC[Si](C)(C)Cl
Highest occupied orbital energy ... -9.00 eV
DFT total energy ... -2047.35192 hartree

Entry 3:
The following is a DFT calculation (ωB97M-V/def2-TZVPD) of a structure of composition C14H24HgN4O4PS2Si.

XYZ file:
```
51
Properties=species:S:1:pos:R:3:lowdin_charge:R:1
Hg -0.955 0.468 -0.734 0.4862
S -3.239 2.511 1.192 0.2353
S 1.412 -3.244 -0.479 0.4435
P -1.282 0.347 2.313 0.8478
Si 3.324 -3.568 -3.154 0.5020
O -4.112 3.296 2.048 -0.3759
O -2.359 3.307 0.357 -0.4263
O -2.274 1.789 2.288 -0.5725
O -3.925 1.437 0.491 -0.4241
N -0.284 -2.211 3.375 -0.1496
N 2.449 -0.838 -0.146 0.0096
N -2.683 -2.005 3.055 -0.1546
N -1.575 -0.837 4.904 -0.1586
C 4.273 -1.069 -2.214 -0.1349
C -1.360 0.432 4.200 -0.2714
C -2.648 -0.914 2.075 -0.3014
C 3.338 0.111 -0.386 -0.2003
C -1.510 -2.862 2.940 -0.1950
C 4.302 0.045 -1.382 -0.1224
C 4.476 -4.933 -2.495 -0.1921
C 1.681 -4.356 -3.654 -0.2290
C -2.782 -1.501 4.414 -0.2073
C 2.452 -1.960 -0.907 -0.8528
C 0.145 -1.182 2.469 -0.2573
C -0.442 -1.735 4.731 -0.2210
C 3.345 -2.080 -2.020 -0.2974
C 4.098 -3.028 -4.816 -0.2079
H 3.474 -2.274 -5.302 0.0245
H -0.590 -2.597 5.392 0.1147
H 0.295 -1.568 1.460 -0.0141
H 5.047 0.822 -1.506 0.0739
H -3.607 -0.786 4.457 0.1267
H 0.945 -3.587 -3.897 0.0269
H -2.178 1.108 4.462 0.0840
H 3.285 0.976 0.273 0.0927
H 5.099 -2.606 -4.692 0.0059
H -1.671 -3.746 3.568 0.1169
H -1.389 -3.172 1.901 0.1222
H -2.551 -1.352 1.079 0.0576
H -2.994 -2.346 5.080 0.1139
H -0.431 0.873 4.573 0.0825
H 4.184 -3.884 -5.490 0.0133
H 1.811 -5.007 -4.527 0.0138
H 4.087 -5.313 -1.549 0.0154
H 4.557 -5.769 -3.196 0.0126
H 1.274 -4.934 -2.829 -0.0160
H 4.998 -1.151 -3.020 0.0775
H 1.069 -0.723 2.824 0.0720
H 0.467 -1.210 5.032 0.1171
H 5.480 -4.538 -2.321 0.0163
H -3.589 -0.366 2.092 0.0772
```

Output
Charge ... -2
Highest occupied orbital energy (alpha / beta) ... -1.18 / -1.65 eV
DFT total energy ... -2648.57038 hartree
Spin multiplicity ... 2

Entry 4:
The following is a DFT calculation (ωB97M-V/def2-TZVPD) of the molecule C14H24N2O6S.

XYZ file:
```
47
Properties=species:S:1:pos:R:3:lowdin_charge:R:1
S 1.659 3.052 -1.251 0.9109
O -0.205 -1.439 0.617 0.0897
O 5.009 -1.952 0.110 -0.0337
O -4.799 -1.026 -0.471 -0.0586
O -0.623 -1.473 -1.612 -0.0296
O -5.419 0.448 1.099 0.1226
O 5.221 -0.019 1.271 0.1016
N 3.620 -0.276 -0.321 0.1244
N 0.842 -0.015 -0.813 0.1263
C -2.816 1.601 1.211 -0.1803
C 6.116 -2.482 0.824 -0.0558
C -1.539 -2.548 -1.441 -0.0375
C -3.106 0.348 0.390 -0.0971
C -4.565 -0.034 0.408 -0.4968
C 4.665 -0.689 0.440 -0.5775
C 1.459 0.815 0.193 -0.2825
C -0.023 -1.010 -0.495 -0.5853
C 2.962 0.981 -0.101 -0.3130
C 0.882 2.232 0.207 -0.5149
C -1.315 1.817 1.398 -0.1887
C -6.137 -1.503 -0.533 -0.0509
C -0.636 2.312 0.119 -0.2258
C 3.080 1.907 -1.316 -0.3993
H 4.001 2.486 -1.303 0.0779
H 3.175 -0.950 -0.925 0.1503
H 1.305 0.309 1.151 0.1603
H -1.147 2.547 2.192 0.1181
H -2.805 0.466 -0.652 0.1254
H 0.811 0.341 -1.757 0.1480
H -1.471 -3.164 -2.336 0.0935
H 1.236 2.759 1.097 0.1184
H 3.029 1.343 -2.247 0.0735
H -1.274 -3.128 -0.556 0.0953
H -0.868 0.873 1.714 0.1041
H 3.451 1.440 0.765 0.1573
H -3.290 1.486 2.187 0.1181
H -6.820 -0.684 -0.766 0.0956
H -2.546 -0.497 0.802 0.1254
H -2.553 -2.157 -1.329 0.0789
H -0.919 3.350 -0.067 0.1153
H -3.265 2.472 0.730 0.1237
H 7.005 -1.870 0.659 0.0955
H -6.157 -2.255 -1.318 0.0910
H -6.427 -1.940 0.424 0.0973
H -0.971 1.726 -0.737 0.1015
H 5.902 -2.509 1.894 0.0960
H 6.267 -3.488 0.440 0.0910
```

Output
SMILES ... COC(=O)CCCC[C@@H]1SC[C@H](NC(=O)OC)[C@@H]1NC(=O)OC
Highest occupied orbital energy ... -8.90 eV
DFT total energy ... -1507.09053 hartree

Please write out number 4 again, unchanged.
The following is a DFT calculation (ωB97M-V/def2-TZVPD) of the molecule C14H24N2O6S.

XYZ file:
```
47
Properties=species:S:1:pos:R:3:lowdin_charge:R:1
S 1.659 3.052 -1.251 0.9109
O -0.205 -1.439 0.617 0.0897
O 5.009 -1.952 0.110 -0.0337
O -4.799 -1.026 -0.471 -0.0586
O -0.623 -1.473 -1.612 -0.0296
O -5.419 0.448 1.099 0.1226
O 5.221 -0.019 1.271 0.1016
N 3.620 -0.276 -0.321 0.1244
N 0.842 -0.015 -0.813 0.1263
C -2.816 1.601 1.211 -0.1803
C 6.116 -2.482 0.824 -0.0558
C -1.539 -2.548 -1.441 -0.0375
C -3.106 0.348 0.390 -0.0971
C -4.565 -0.034 0.408 -0.4968
C 4.665 -0.689 0.440 -0.5775
C 1.459 0.815 0.193 -0.2825
C -0.023 -1.010 -0.495 -0.5853
C 2.962 0.981 -0.101 -0.3130
C 0.882 2.232 0.207 -0.5149
C -1.315 1.817 1.398 -0.1887
C -6.137 -1.503 -0.533 -0.0509
C -0.636 2.312 0.119 -0.2258
C 3.080 1.907 -1.316 -0.3993
H 4.001 2.486 -1.303 0.0779
H 3.175 -0.950 -0.925 0.1503
H 1.305 0.309 1.151 0.1603
H -1.147 2.547 2.192 0.1181
H -2.805 0.466 -0.652 0.1254
H 0.811 0.341 -1.757 0.1480
H -1.471 -3.164 -2.336 0.0935
H 1.236 2.759 1.097 0.1184
H 3.029 1.343 -2.247 0.0735
H -1.274 -3.128 -0.556 0.0953
H -0.868 0.873 1.714 0.1041
H 3.451 1.440 0.765 0.1573
H -3.290 1.486 2.187 0.1181
H -6.820 -0.684 -0.766 0.0956
H -2.546 -0.497 0.802 0.1254
H -2.553 -2.157 -1.329 0.0789
H -0.919 3.350 -0.067 0.1153
H -3.265 2.472 0.730 0.1237
H 7.005 -1.870 0.659 0.0955
H -6.157 -2.255 -1.318 0.0910
H -6.427 -1.940 0.424 0.0973
H -0.971 1.726 -0.737 0.1015
H 5.902 -2.509 1.894 0.0960
H 6.267 -3.488 0.440 0.0910
```

Output
SMILES ... COC(=O)CCCC[C@@H]1SC[C@H](NC(=O)OC)[C@@H]1NC(=O)OC
Highest occupied orbital energy ... -8.90 eV
DFT total energy ... -1507.09053 hartree

Please write out number 3 again, unchanged.
The following is a DFT calculation (ωB97M-V/def2-TZVPD) of a structure of composition C14H24HgN4O4PS2Si.

XYZ file:
```
51
Properties=species:S:1:pos:R:3:lowdin_charge:R:1
Hg -0.955 0.468 -0.734 0.4862
S -3.239 2.511 1.192 0.2353
S 1.412 -3.244 -0.479 0.4435
P -1.282 0.347 2.313 0.8478
Si 3.324 -3.568 -3.154 0.5020
O -4.112 3.296 2.048 -0.3759
O -2.359 3.307 0.357 -0.4263
O -2.274 1.789 2.288 -0.5725
O -3.925 1.437 0.491 -0.4241
N -0.284 -2.211 3.375 -0.1496
N 2.449 -0.838 -0.146 0.0096
N -2.683 -2.005 3.055 -0.1546
N -1.575 -0.837 4.904 -0.1586
C 4.273 -1.069 -2.214 -0.1349
C -1.360 0.432 4.200 -0.2714
C -2.648 -0.914 2.075 -0.3014
C 3.338 0.111 -0.386 -0.2003
C -1.510 -2.862 2.940 -0.1950
C 4.302 0.045 -1.382 -0.1224
C 4.476 -4.933 -2.495 -0.1921
C 1.681 -4.356 -3.654 -0.2290
C -2.782 -1.501 4.414 -0.2073
C 2.452 -1.960 -0.907 -0.8528
C 0.145 -1.182 2.469 -0.2573
C -0.442 -1.735 4.731 -0.2210
C 3.345 -2.080 -2.020 -0.2974
C 4.098 -3.028 -4.816 -0.2079
H 3.474 -2.274 -5.302 0.0245
H -0.590 -2.597 5.392 0.1147
H 0.295 -1.568 1.460 -0.0141
H 5.047 0.822 -1.506 0.0739
H -3.607 -0.786 4.457 0.1267
H 0.945 -3.587 -3.897 0.0269
H -2.178 1.108 4.462 0.0840
H 3.285 0.976 0.273 0.0927
H 5.099 -2.606 -4.692 0.0059
H -1.671 -3.746 3.568 0.1169
H -1.389 -3.172 1.901 0.1222
H -2.551 -1.352 1.079 0.0576
H -2.994 -2.346 5.080 0.1139
H -0.431 0.873 4.573 0.0825
H 4.184 -3.884 -5.490 0.0133
H 1.811 -5.007 -4.527 0.0138
H 4.087 -5.313 -1.549 0.0154
H 4.557 -5.769 -3.196 0.0126
H 1.274 -4.934 -2.829 -0.0160
H 4.998 -1.151 -3.020 0.0775
H 1.069 -0.723 2.824 0.0720
H 0.467 -1.210 5.032 0.1171
H 5.480 -4.538 -2.321 0.0163
H -3.589 -0.366 2.092 0.0772
```

Output
Charge ... -2
Highest occupied orbital energy (alpha / beta) ... -1.18 / -1.65 eV
DFT total energy ... -2648.57038 hartree
Spin multiplicity ... 2